No. 1
A molecular structure, C10H13FeN2O3. Source: OMol25; level of theory: ωB97M-V/def2-TZVPD.

Total charge: +1
LUMO energy (spin up / spin down): -0.1211 / -0.2813 hartree
Kohn-Sham gap (spin up / spin down): 5.40 / 3.97 eV
Multiplicity: 5
⟨S²⟩: 6.126

Each line ends with the Löwdin spin population.
Geometry (Å):
O1 2.8609 -1.9961 -0.4093  -0.013
C1 2.5331 -0.9316 -0.7452  -0.004
Fe1 2.1967 0.7633 -1.0666  2.049
C2 3.3493 1.4055 0.1836  0.130
O2 4.2280 1.4765 0.9418  0.097
C3 3.3717 0.7897 -2.3461  0.014
O3 4.3654 0.5808 -2.9206  -0.004
C4 -0.1218 0.4919 0.3662  0.333
C5 -0.4821 -0.3060 -0.8308  0.045
C6 0.4910 0.0632 -1.9349  0.065
C7 0.6102 1.4484 -2.2335  0.002
C8 0.7189 2.2893 -1.1198  0.194
C9 0.5518 1.6869 0.1641  0.035
H1 -0.2336 0.1229 1.3760  0.022
H2 -0.4356 -1.3904 -0.6495  0.006
H3 -1.5207 -0.0986 -1.1682  0.019
H4 0.6349 -0.6727 -2.7315  0.001
H5 0.7340 1.8108 -3.2525  0.000
H6 0.9746 3.3457 -1.2100  0.012
H7 0.8486 2.2751 1.0399  -0.002
C10 -3.8764 -1.7422 2.1727  0.048
N1 -2.7687 -0.7891 2.1083  0.467
N2 -1.6074 -1.5656 1.7991  0.423
H8 -4.7845 -1.1942 2.4369  -0.001
H9 -3.9696 -2.2005 1.1759  0.007
H10 -3.6697 -2.5402 2.9108  0.016
H11 -2.6113 -0.3264 3.0054  0.011
H12 -1.6117 -1.7178 0.7975  0.019
H13 -0.7761 -1.0787 2.1404  0.009



No. 2
2 unconnected molecules or ions with the total composition C5H17N3P. Source: OMol25; level of theory: ωB97M-V/def2-TZVPD.

Total charge: +1
LUMO energy: -0.1517 hartree
Kohn-Sham gap: 8.66 eV

Each line ends with the Mulliken charge.
Geometry (Å):
C1 1.6567 -1.9551 -0.3007  -0.288
C2 -0.6646 -2.2079 -0.7240  -0.904
C3 0.6914 1.3576 2.1551  -0.972
C4 -0.5622 -0.6829 1.8908  -0.757
C5 -1.9523 2.1059 -2.3482  -0.961
N1 1.7226 0.7946 -0.5759  -0.423
N2 0.5145 -1.5152 -0.5702  -0.078
N3 0.4432 0.1744 1.3729  -0.022
P1 0.1683 0.3911 -0.3389  0.517
H1 1.9391 -2.9439 -0.1953  0.354
H2 -1.1901 2.9262 -2.0042  0.206
H3 2.5129 -1.2971 -0.2393  0.335
H4 -0.7701 -3.1760 -0.1960  0.392
H5 -1.5929 -1.5420 -0.3971  0.338
H6 -0.6432 -2.5076 -1.8528  0.319
H7 1.3220 0.9212 3.0231  0.347
H8 1.3822 2.0189 1.6506  0.318
H9 -0.1615 2.0198 2.5163  0.285
H10 -0.6455 -1.5407 1.2228  0.036
H11 -0.2385 -1.2069 2.7633  0.370
H12 -1.5002 -0.3021 2.1763  0.383
H13 -1.4420 1.4153 -3.0133  0.256
H14 -2.6167 2.7338 -3.0353  0.278
H15 -2.4472 1.4739 -1.5930  0.224
H16 2.0069 1.4541 0.1046  0.203
H17 2.0675 1.0906 -1.4916  0.244



No. 3
A single C4H9NO molecule. Source: OMol25; level of theory: ωB97M-V/def2-TZVPD.

LUMO energy: 0.0354 hartree
Kohn-Sham gap: 10.86 eV

Each line ends with the Mulliken charge.
Geometry (Å):
H1 -1.5464 1.5099 2.2250  0.276
N1 -1.3061 0.5226 2.1880  -0.672
C1 -0.8222 0.1323 1.1062  0.739
C2 -0.5188 -1.4477 0.7885  -1.191
O1 -0.6376 0.9741 0.0333  -0.407
C3 -0.0282 0.4908 -1.1360  -0.212
C4 1.4778 0.7014 -1.1384  -1.029
H2 -1.3528 -1.8461 0.2089  0.347
H3 0.4686 -1.7439 0.4258  0.361
H4 -0.5458 -1.8967 1.7793  0.318
H5 -0.5135 1.0022 -1.9726  0.296
H6 -0.2334 -0.6518 -1.0919  0.263
H7 1.8809 0.4634 -2.1209  0.358
H8 1.9605 0.0550 -0.4053  0.248
H9 1.7169 1.7346 -0.8898  0.306



No. 4
8 unconnected molecules or ions with the total composition H16O8. Source: OMol25; level of theory: ωB97M-V/def2-TZVPD.

LUMO energy: 0.0139 hartree
Kohn-Sham gap: 11.79 eV

Each line ends with the Mulliken charge.
Geometry (Å):
O1 0.2628 -2.8628 12.4565  -0.728
H1 -0.5359 -2.3715 12.5923  0.389
H2 0.4912 -2.8916 11.4659  0.337
O2 -0.4637 1.1931 13.5322  -0.712
H3 0.3301 0.6806 13.5384  0.345
H4 -0.5438 1.6234 12.7118  0.351
O3 3.0158 -1.3022 8.8117  -0.660
H5 3.6278 -0.8593 8.2386  0.278
H6 2.1155 -0.9345 8.6511  0.433
O4 -2.3888 -0.8454 13.1722  -0.658
H7 -1.7720 -0.1752 13.5484  0.377
H8 -2.7128 -1.3603 13.8779  0.288
O5 1.7464 -3.3896 10.0167  -0.629
H9 2.5477 -2.8206 9.9221  0.335
H10 1.8366 -3.9817 9.2264  0.294
O6 -0.8277 0.3067 10.7332  -0.694
H11 -0.0444 0.1507 11.3520  0.376
H12 -1.5325 0.1984 11.3564  0.353
O7 1.7312 -0.5045 11.7861  -0.677
H13 1.5860 -1.4871 12.0580  0.388
H14 2.4452 -0.5451 11.1469  0.255
O8 0.3520 -0.5815 8.5418  -0.731
H15 -0.0370 -1.4208 8.3384  0.313
H16 0.2223 -0.5543 9.5221  0.379



Computed values of strongest force on any atom (unit: eV Å⁻¹) for the preceding records, in sequence: 6.31, 4.97, 2.83, 2.52.
Computed values of molar mass (unit: g/mol) for the preceding records, in sequence: 265.07, 150.19, 87.12, 144.12.